Record 1
The following is a quantum chemistry calculation of a structure of composition C4H4O2Ru, from the Open Molecules 2025 dataset.

The value obtained for the energy is -10842.5344 eV. As for the charge: +3. The LUMO energy (alpha / beta) comes out at -0.585 / -0.625 Ha. Its expectation value of S² is 8.802. The orbital gap (alpha / beta) comes out at 8.3 / 7.4 eV. As for the multiplicity: 6. The HOMO energy (alpha / beta) comes out at -0.8909 / -0.8979 Eh.

Geometry as XYZ:
```
11
Properties=species:S:1:pos:R:3:mulliken_charge:R:1
C -1.48 -0.39 -0.40 0.309
O -1.39 0.75 -1.01 -0.184
H -2.26 1.07 -1.27 0.452
C 0.21 -1.54 -0.64 -0.333
C -0.02 -0.63 0.40 0.399
C 0.89 0.38 0.74 0.257
O 0.75 1.58 0.94 -0.628
Ru 1.54 3.09 1.61 1.711
H -0.32 -2.49 -0.61 0.376
H 1.00 -1.35 -1.37 0.314
H 1.09 -0.48 1.63 0.328
```

=====

Record 2
The following is a quantum chemistry calculation of a cluster of 2 separate species, C2H4NO2 in total, from the Open Molecules 2025 dataset.

The value obtained for the energy is -7717.7487 eV. As for the charge: -1. The LUMO energy (alpha / beta) comes out at 0.150 / 0.126 Ha. For the energy above the lowest of the compared OMol25 structures with the same formula, charge and spin, the calculation gives 7.864 eV. The orbital gap (alpha / beta) comes out at 5.9 / 4.1 eV. As for the multiplicity: 1. The HOMO energy (alpha / beta) comes out at -0.0653 / -0.0249 Eh.

Geometry as XYZ:
```
9
Properties=species:S:1:pos:R:3:mulliken_charge:R:1
C 0.21 1.18 -1.13 -0.129
C -1.03 0.57 -0.68 -0.267
N 0.37 -1.75 1.63 -0.352
O 1.26 -1.40 2.47 -0.547
O -0.59 0.51 -2.01 -0.349
H 0.34 2.24 -1.11 0.171
H 1.20 0.66 -1.09 0.182
H -1.22 -0.34 -0.16 0.231
H -0.53 -1.67 2.09 0.060
```

=====

Record 3
The following is a quantum chemistry calculation of a cluster of 6 separate species, C36H87N3 in total, from the Open Molecules 2025 dataset.

Its SMILES is CCN(CC)CC.CCN(CC)CC.CCN(CC)CC.CCCCCC.CCCCCC.CCCCCC. The value obtained for the energy is -43197.0980 eV. The LUMO energy comes out at 0.028 Ha. For the energy above the lowest of the compared OMol25 structures with the same formula, charge and spin, the calculation gives 1.559 eV. The orbital gap comes out at 8.8 eV. As for the multiplicity: 1. The HOMO energy comes out at -0.2957 Eh.

Geometry as XYZ:
```
126
Properties=species:S:1:pos:R:3:mulliken_charge:R:1
C 5.92 -0.57 -0.60 -0.996
C 6.19 -0.25 -1.96 -0.690
N 4.94 -0.08 -2.76 0.402
C 4.88 0.85 -3.94 -0.109
C 5.80 0.38 -5.02 -1.565
C 4.14 -1.30 -3.11 -1.223
C 2.68 -1.01 -3.20 -0.721
H 5.25 -1.34 -0.63 0.052
H 5.24 0.17 -0.11 0.243
H 6.77 -1.02 -0.12 0.429
H 6.91 -0.92 -2.35 0.443
H 6.86 0.61 -1.99 0.491
H 5.19 2.08 -3.71 0.305
H 3.87 1.14 -4.40 -0.169
H 6.75 0.03 -4.74 0.415
H 5.92 1.12 -5.90 0.338
H 5.49 -0.39 -5.41 0.611
H 4.43 -1.99 -2.38 0.689
H 4.57 -1.69 -3.99 0.531
H 2.34 -0.62 -2.41 -0.207
H 2.27 -2.03 -3.25 0.323
H 2.45 -0.36 -4.10 0.400
C -0.04 3.16 4.51 -1.793
C 0.09 4.36 3.59 -1.026
N 1.46 4.33 2.90 0.610
C 1.54 5.06 1.62 -0.707
C 0.97 6.53 1.75 -1.126
C 2.60 4.70 3.88 -0.291
C 3.95 4.45 3.36 -1.395
H -1.09 2.93 4.62 0.434
H 0.25 3.25 5.35 0.826
H 0.52 2.23 4.17 0.155
H -0.25 5.27 4.04 0.368
H -0.65 4.36 2.93 0.780
H 0.98 4.51 0.97 0.300
H 2.66 5.16 1.45 0.316
H -0.03 6.28 2.13 0.254
H 1.10 7.04 0.89 0.522
H 1.57 7.36 2.44 0.172
H 2.48 4.16 4.76 0.429
H 2.68 5.79 4.15 0.175
H 4.74 4.37 4.17 0.352
H 4.39 5.01 2.68 0.554
H 3.98 3.34 2.99 0.128
C -0.73 -2.93 2.24 -0.377
C 0.16 -1.72 1.84 -0.706
N 1.52 -1.95 1.24 0.864
C 2.12 -0.76 0.53 -0.145
C 2.20 0.43 1.31 -1.689
C 2.43 -2.51 2.33 -0.900
C 3.73 -3.00 1.87 -0.949
H -0.96 -3.66 1.37 -0.236
H -1.77 -2.66 2.66 0.355
H -0.04 -3.60 3.16 0.205
H 0.13 -0.90 2.66 0.075
H -0.51 -1.25 1.18 0.114
H 1.50 -0.47 -0.32 -0.378
H 2.88 -1.26 0.04 0.841
H 2.46 1.23 0.73 0.884
H 3.00 0.38 2.07 0.271
H 1.30 0.53 1.88 -0.058
H 1.77 -3.21 2.95 0.246
H 2.39 -1.85 3.06 0.738
H 4.20 -3.50 2.65 0.511
H 4.20 -2.05 1.57 0.114
H 3.70 -3.82 1.04 0.077
C 0.54 3.03 -4.12 -1.509
C 0.41 2.27 -2.75 0.028
C -0.86 2.76 -2.03 -1.204
C -1.03 1.90 -0.74 -0.329
C -2.34 2.30 -0.09 -0.628
C -2.70 1.68 1.32 -1.205
H -0.38 2.78 -4.61 0.383
H 1.43 3.03 -4.79 0.305
H 0.68 4.08 -3.75 0.334
H 1.28 2.59 -2.23 0.257
H 0.33 1.28 -3.14 0.285
H -1.71 2.79 -2.64 0.754
H -0.67 3.86 -1.79 0.309
H -0.37 2.18 0.09 -0.068
H -1.02 0.95 -0.85 0.769
H -3.06 2.00 -0.94 0.290
H -2.52 3.33 -0.04 0.385
H -2.01 2.03 2.22 -0.063
H -2.83 0.57 1.35 0.039
H -3.47 2.10 1.65 0.871
C -8.42 2.27 -0.89 -1.421
C -8.37 0.89 -0.38 -0.321
C -6.91 0.43 -0.38 -0.674
C -6.54 -0.90 0.32 -1.036
C -5.23 -1.31 -0.03 0.552
C -4.63 -2.29 0.94 -0.437
H -9.36 2.69 -1.14 0.403
H -7.92 2.28 -1.86 0.319
H -7.95 2.81 -0.23 0.414
H -9.14 0.08 -0.79 0.289
H -8.90 0.83 0.72 0.261
H -6.25 1.23 -0.20 0.427
H -6.90 0.20 -1.35 0.376
H -7.28 -1.66 0.10 0.287
H -6.68 -0.77 1.35 0.504
H -4.47 -0.36 0.06 -0.437
H -5.20 -1.58 -1.16 0.281
H -3.52 -2.46 0.75 -0.360
H -5.18 -3.39 1.05 0.263
H -4.53 -1.93 2.01 0.390
C -3.19 -5.88 1.25 -1.006
C -3.19 -5.84 -0.29 -0.600
C -2.18 -4.72 -0.88 -0.320
C -0.75 -5.30 -0.90 -1.847
C 0.11 -4.21 -1.54 0.351
C 1.54 -4.74 -1.63 -0.746
H -4.23 -6.22 1.58 0.344
H -3.02 -5.01 1.87 0.205
H -2.41 -6.70 1.68 0.259
H -4.21 -5.50 -0.82 0.290
H -3.00 -6.82 -0.74 0.397
H -2.28 -3.73 -0.32 -0.257
H -2.52 -4.53 -1.84 0.762
H -0.70 -6.08 -1.53 0.784
H -0.41 -5.52 0.00 0.705
H 0.05 -3.25 -0.97 -0.124
H -0.22 -3.90 -2.61 0.367
H 1.76 -5.74 -1.94 0.461
H 1.88 -4.79 -0.42 -0.056
H 2.24 -4.08 -2.22 0.063
```

=====

Record 4
The following is a quantum chemistry calculation of the ion C2H7N2O with charge +1, from the Open Molecules 2025 dataset.

Its SMILES is NC/[NH+]=C/O. The value obtained for the energy is -7207.1353 eV. As for the charge: +1. The LUMO energy comes out at -0.148 Ha. For the energy above the lowest of the compared OMol25 structures with the same formula, charge and spin, the calculation gives 2.010 eV. The orbital gap comes out at 10.4 eV. As for the multiplicity: 1. The HOMO energy comes out at -0.5320 Eh.

Geometry as XYZ:
```
12
Properties=species:S:1:pos:R:3:mulliken_charge:R:1
C 1.06 0.49 0.17 -0.490
C -1.27 0.09 -0.29 0.308
N -0.38 0.11 0.60 -0.098
N 1.71 -0.57 -0.44 -0.375
O -2.50 -0.22 -0.24 -0.384
H 0.85 1.34 -0.61 0.369
H 1.40 0.95 1.18 0.328
H -0.96 0.74 -1.28 0.233
H -0.46 -0.36 1.52 0.298
H 1.33 -0.96 -1.24 0.213
H 2.28 -1.19 0.07 0.210
H -3.06 -0.43 0.54 0.388
```

=====

Record 5
The following is a quantum chemistry calculation of an isolated molecule of C14H19ClO5, from the Open Molecules 2025 dataset.

Its SMILES is CO[C@@H](Cl)CO[C@@H](CCCO)OC(=O)c1ccccc1. The value obtained for the energy is -37584.4629 eV. The LUMO energy comes out at 0.019 Ha. The orbital gap comes out at 10.0 eV. As for the multiplicity: 1. The HOMO energy comes out at -0.3502 Eh.

Geometry as XYZ:
```
39
Properties=species:S:1:pos:R:3:mulliken_charge:R:1
C 3.13 2.00 1.25 -0.800
O 1.70 1.98 1.30 -0.293
C 1.06 2.79 0.36 -0.128
Cl 1.85 2.76 -1.26 -0.156
C -0.42 2.26 0.24 -0.520
O -0.66 1.69 -1.02 -0.391
C -1.30 0.43 -0.97 0.631
C -2.82 0.60 -1.14 -1.145
C -3.55 0.65 0.21 -0.529
C -3.63 -0.71 0.94 -0.570
O -2.88 -1.72 0.28 -0.517
O -0.85 -0.37 -2.03 -0.399
C 0.52 -0.58 -2.10 -0.037
O 1.12 -0.17 -3.07 -0.533
C 1.25 -1.39 -1.05 0.751
C 2.00 -2.44 -1.52 -0.664
C 2.67 -3.25 -0.66 -0.638
C 2.61 -3.03 0.70 -0.352
C 1.90 -1.97 1.18 -1.162
C 1.22 -1.16 0.30 0.454
H 3.48 3.00 0.99 0.399
H 3.48 1.81 2.26 0.244
H 3.52 1.25 0.56 0.286
H 1.03 3.83 0.69 0.534
H -1.10 3.10 0.45 0.345
H -0.53 1.55 1.07 0.322
H -1.16 -0.10 -0.02 0.253
H -3.05 1.52 -1.68 0.428
H -3.18 -0.25 -1.73 0.321
H -3.14 1.45 0.84 0.220
H -4.58 0.95 0.00 0.447
H -3.35 -0.58 1.99 0.317
H -4.68 -1.03 0.96 0.339
H -2.62 -2.38 0.93 0.296
H 2.06 -2.62 -2.59 0.464
H 3.27 -4.08 -1.01 0.387
H 3.13 -3.69 1.38 0.388
H 1.84 -1.78 2.24 0.418
H 0.68 -0.33 0.72 0.592
```

=====

Record 6
The following is a quantum chemistry calculation of a structure of composition C3H6O, from the Open Molecules 2025 dataset.

The value obtained for the energy is -5249.3841 eV. The LUMO energy (alpha / beta) comes out at -0.028 / 0.035 Ha. For the energy above the lowest of the compared OMol25 structures with the same formula, charge and spin, the calculation gives 6.310 eV. The orbital gap (alpha / beta) comes out at 5.8 / 10.9 eV. As for the multiplicity: 1. The HOMO energy (alpha / beta) comes out at -0.2413 / -0.3645 Eh.

Geometry as XYZ:
```
10
Properties=species:S:1:pos:R:3:mulliken_charge:R:1
C 0.23 -0.13 -0.51 -0.463
C -0.58 0.77 0.28 -0.202
O -0.33 0.27 1.49 -0.357
C 0.40 -0.86 0.86 -0.266
H 1.19 0.23 -0.87 0.183
H -0.33 -0.36 -1.48 0.260
H -0.54 1.27 -2.20 0.015
H -1.39 1.48 0.12 0.375
H 1.42 -0.94 1.25 0.244
H -0.17 -1.78 1.04 0.212
```

=====

Record 7
The following is a quantum chemistry calculation of a structure of composition C23H41ClP2Tm, from the Open Molecules 2025 dataset.

The value obtained for the energy is -85134.3387 eV. As for the charge: +1. The LUMO energy (alpha / beta) comes out at -0.139 / -0.138 Ha. Its expectation value of S² is 2.005. The orbital gap (alpha / beta) comes out at 3.8 / 4.0 eV. As for the multiplicity: 3. The HOMO energy (alpha / beta) comes out at -0.2800 / -0.2831 Eh.

Geometry as XYZ:
```
68
Properties=species:S:1:pos:R:3:mulliken_charge:R:1
Tm -0.69 -1.13 -0.25 0.779
C 0.32 0.14 1.40 0.971
C -1.10 0.15 1.65 0.571
C -0.37 -2.02 1.94 0.560
C 0.78 -1.22 1.61 0.326
C -1.52 -1.19 1.94 0.439
C 1.18 1.34 1.28 -1.256
H 0.85 2.01 0.47 0.063
H 2.23 1.06 1.10 0.426
H 1.15 1.92 2.21 0.341
C 2.19 -1.67 1.74 -1.401
H 2.85 -0.83 2.01 0.418
H 2.56 -2.13 0.81 0.251
H 2.27 -2.42 2.54 0.339
C -0.34 -3.43 2.41 -1.533
H 0.49 -3.62 3.10 0.353
H -0.23 -4.13 1.57 0.277
H -1.27 -3.67 2.94 0.404
C -2.89 -1.65 2.31 -1.659
H -2.96 -1.94 3.37 0.349
H -3.16 -2.54 1.72 0.348
H -3.63 -0.86 2.13 0.419
C -2.00 1.33 1.61 -1.506
H -2.77 1.23 2.38 0.526
H -2.54 1.43 0.65 0.145
H -1.46 2.26 1.79 0.376
C 0.81 2.68 -3.16 -1.062
C 0.59 3.41 -2.06 -0.466
C -0.69 3.33 -1.27 -0.084
C -1.95 3.82 -2.04 -0.713
C -2.95 2.83 -2.46 -1.147
C -2.66 1.46 -2.85 1.467
C -1.17 1.04 -2.94 -0.054
C -0.33 1.97 -3.84 0.120
H -0.56 3.95 -0.36 0.568
H -1.66 4.52 -2.84 0.030
H -0.89 2.32 -0.88 -0.854
H -1.05 2.83 -4.18 -0.704
H 1.80 2.62 -3.62 0.445
H 1.34 4.09 -1.65 0.483
H 0.06 1.42 -4.73 0.645
H -0.77 1.01 -1.91 -0.815
H -3.14 0.82 -2.06 0.108
H -1.08 0.01 -3.33 0.154
H -2.48 4.49 -1.32 0.498
H -4.00 3.03 -2.17 0.217
P -1.93 3.01 -5.57 1.067
C -0.75 3.33 -6.88 -1.292
C -2.96 4.48 -5.40 -1.459
P -3.57 0.81 -4.30 1.203
C -2.80 1.45 -5.84 -1.263
C -5.23 1.50 -4.39 -1.469
C -3.71 -0.98 -4.33 -1.235
H -0.35 2.38 -7.27 0.422
H 0.07 3.95 -6.50 0.363
H -1.28 3.87 -7.67 0.431
H -3.30 4.76 -6.41 0.475
H -2.35 5.31 -5.01 0.366
H -3.83 4.33 -4.75 0.275
H -4.13 -1.27 -5.31 0.385
H -4.40 -1.30 -3.54 0.418
H -2.74 -1.48 -4.20 0.364
H -2.14 0.69 -6.31 0.484
H -3.60 1.68 -6.57 0.563
H -5.95 0.74 -4.05 0.449
H -5.46 1.75 -5.44 0.429
H -5.30 2.41 -3.77 0.345
Cl 0.55 -2.44 -1.96 -0.484
```

=====

Record 8
The following is a quantum chemistry calculation of a structure of composition C26H38Cl3GeN2NiOS5SbTe, from the Open Molecules 2025 dataset.

The value obtained for the energy is -235739.9831 eV. The LUMO energy (alpha / beta) comes out at -0.033 / -0.040 Ha. For the energy above the lowest of the compared OMol25 structures with the same formula, charge and spin, the calculation gives 0.261 eV. The orbital gap (alpha / beta) comes out at 5.1 / 4.9 eV. As for the multiplicity: 1. The HOMO energy (alpha / beta) comes out at -0.2189 / -0.2188 Eh.

Geometry as XYZ:
```
79
Properties=species:S:1:pos:R:3:mulliken_charge:R:1
Ni 0.25 0.84 -1.02 -0.118
S 4.97 3.66 -1.16 -0.666
Sb 4.65 2.27 0.56 0.386
S 2.48 0.91 -0.91 -0.122
S 1.56 2.40 -1.99 -0.226
S 5.70 0.25 0.17 -0.685
C -2.36 1.72 -3.51 -0.909
Te -2.10 1.68 -1.40 0.234
C -3.28 -0.07 -1.11 -0.848
H -3.40 1.95 -3.75 0.448
H -2.07 0.76 -3.93 0.140
H -1.71 2.50 -3.91 0.317
H -2.94 -0.85 -1.78 0.450
H -4.33 0.16 -1.28 0.438
H -3.14 -0.39 -0.08 0.009
Cl -4.79 4.19 1.38 -0.211
C -3.82 3.20 2.41 0.307
C -3.04 3.78 3.39 -0.956
C -2.27 2.95 4.20 -0.466
C -2.23 1.57 4.04 -0.457
C -1.22 0.82 4.91 -0.462
C 0.15 0.78 4.21 -1.611
N 0.11 0.17 2.90 0.385
C 0.25 -1.15 2.57 -0.257
C 0.12 -1.22 1.21 -1.155
N -0.10 0.04 0.72 0.721
C -0.10 0.85 1.75 -0.504
O -1.54 -0.51 5.22 -0.146
C -2.71 -0.67 6.01 -0.796
C -3.07 -2.12 6.00 0.345
C -4.33 -2.60 6.21 0.593
Cl -5.73 -1.66 6.48 -0.227
S -4.42 -4.31 6.14 -0.181
C -2.73 -4.41 5.84 -0.371
C -2.15 -3.19 5.79 -0.877
C -3.04 1.02 3.03 1.556
Cl -3.12 -0.68 2.70 -0.167
C -3.84 1.83 2.23 -0.935
H -3.04 4.85 3.53 0.467
H -1.66 3.40 4.97 0.453
H -1.10 1.39 5.83 0.716
H 0.86 0.23 4.83 0.504
H 0.52 1.80 4.09 0.557
H 0.42 -1.91 3.31 0.498
H 0.19 -2.09 0.57 0.556
H -0.21 1.92 1.72 0.428
H -3.54 -0.08 5.61 0.420
H -2.51 -0.31 7.03 0.425
H -2.26 -5.38 5.71 0.439
H -1.10 -3.04 5.60 0.357
H -4.46 1.38 1.47 0.568
C 0.96 -3.07 -4.95 -1.275
C 0.16 -2.27 -3.93 -0.792
C 0.90 -1.02 -3.44 1.222
C 1.04 0.05 -4.51 -0.968
Ge 2.02 1.72 -4.13 0.185
C 3.96 1.84 -4.40 -0.868
C 4.87 0.76 -3.82 0.115
C 4.69 -0.60 -4.46 0.426
C 5.66 -1.62 -3.88 -1.432
H 0.42 -3.98 -5.23 0.424
H 1.92 -3.37 -4.54 0.276
H 1.14 -2.51 -5.86 0.295
H -0.07 -2.90 -3.07 0.380
H -0.80 -1.97 -4.36 0.271
H 1.88 -1.31 -3.05 0.381
H 0.37 -0.61 -2.57 -0.745
H 0.04 0.36 -4.84 0.439
H 1.53 -0.36 -5.40 0.434
H 1.31 2.83 -4.94 0.002
H 4.22 2.81 -3.95 0.288
H 4.10 1.93 -5.48 0.466
H 4.73 0.69 -2.74 -0.251
H 5.90 1.09 -3.95 0.376
H 4.83 -0.53 -5.55 0.312
H 3.67 -0.96 -4.31 -0.381
H 6.70 -1.32 -4.06 0.365
H 5.53 -2.61 -4.32 0.405
H 5.53 -1.71 -2.80 0.287
```

=====

Max |F|: 0.116; 0.067; 0.227; 0.086; 0.038; 0.034; 0.102; 0.022 (hartree/bohr)